Entry 1:
The following is a quantum chemistry calculation of a 7-piece molecular cluster, C38H96N6O14 overall, from the Open Molecules 2025 dataset.

Positions of all 154 atoms, in Å:
C1 -0.681 0.242 2.983
C2 0.298 -0.437 1.957
O1 1.551 0.258 2.003
O2 -0.942 1.502 2.333
H1 -0.386 0.610 3.966
H2 -1.625 -0.297 3.060
H3 -0.138 -0.447 0.958
H4 0.427 -1.470 2.282
H5 1.261 1.145 2.225
H6 -1.873 1.726 2.401
C3 1.139 2.200 -1.099
O3 2.157 1.671 -1.907
C4 1.677 0.763 -2.846
C5 2.754 -0.237 -3.084
N1 2.392 -1.333 -4.016
C6 3.530 -2.339 -4.144
C7 3.802 -2.765 -5.689
O4 3.348 -1.602 -6.450
C8 3.206 -1.799 -7.797
H7 0.487 1.463 -0.629
H8 0.409 2.839 -1.594
H9 1.643 2.884 -0.416
H10 1.477 1.333 -3.753
H11 0.727 0.320 -2.548
H12 3.032 -0.731 -2.153
H13 3.692 0.213 -3.407
H14 2.265 -0.905 -4.921
H15 3.408 -3.135 -3.409
H16 4.476 -1.898 -3.832
H17 3.427 -3.768 -5.893
H18 4.874 -2.936 -5.783
H19 2.817 -2.801 -7.976
H20 4.267 -1.771 -8.048
H21 2.751 -0.972 -8.343
C9 -3.808 -1.974 2.691
O5 -4.230 -0.675 3.172
C10 -4.519 -0.478 4.576
C11 -4.932 0.972 4.844
N2 -5.991 1.136 3.954
C12 -6.274 2.596 3.652
C13 -6.738 3.400 4.788
O6 -7.223 4.609 4.243
C14 -7.289 5.588 5.279
H22 -3.688 -1.815 1.620
H23 -4.515 -2.747 2.993
H24 -2.855 -2.297 3.110
H25 -3.599 -0.712 5.112
H26 -5.388 -1.098 4.797
H27 -4.105 1.682 4.857
H28 -5.348 1.032 5.850
H29 -5.718 0.718 3.076
H30 -7.110 2.547 2.954
H31 -5.480 3.110 3.111
H32 -6.012 3.528 5.591
H33 -7.644 2.971 5.217
H34 -6.271 5.919 5.482
H35 -7.552 5.340 6.307
H36 -7.817 6.391 4.766
C15 -0.872 -3.812 1.014
O7 -1.070 -2.586 0.410
C16 -1.794 -2.511 -0.764
C17 -1.688 -1.050 -1.282
N3 -2.095 -0.931 -2.701
C18 -2.233 0.461 -3.088
C19 -2.234 0.522 -4.712
O8 -0.928 0.620 -5.183
C20 -0.487 -0.517 -5.994
H37 -0.478 -4.664 0.459
H38 -1.863 -4.156 1.311
H39 -0.315 -3.482 1.891
H40 -2.802 -2.890 -0.594
H41 -1.316 -3.196 -1.464
H42 -0.776 -0.494 -1.063
H43 -2.429 -0.532 -0.672
H44 -1.401 -1.452 -3.218
H45 -1.599 1.184 -2.573
H46 -3.204 0.765 -2.698
H47 -2.796 1.454 -4.785
H48 -2.814 -0.252 -5.213
H49 -0.394 -1.459 -5.454
H50 0.550 -0.480 -6.330
H51 -1.265 -0.740 -6.724
C21 5.402 -5.614 -1.770
O9 4.040 -5.313 -1.360
C22 4.119 -4.549 -0.145
C23 3.608 -3.107 -0.346
N4 3.428 -2.425 0.963
C24 4.709 -2.016 1.692
C25 4.418 -1.678 3.170
O10 5.579 -1.139 3.786
C26 5.832 0.278 3.750
H52 6.167 -5.803 -1.017
H53 5.692 -4.948 -2.583
H54 5.320 -6.576 -2.275
H55 5.106 -4.458 0.307
H56 3.536 -5.083 0.606
H57 2.697 -3.092 -0.944
H58 4.320 -2.617 -1.011
H59 3.008 -1.549 0.688
H60 5.069 -1.114 1.196
H61 5.349 -2.889 1.561
H62 4.283 -2.643 3.658
H63 3.502 -1.136 3.403
H64 5.011 0.840 4.195
H65 5.878 0.521 2.689
H66 6.736 0.450 4.334
C27 -6.386 -3.573 -6.316
O11 -5.331 -3.821 -5.341
C28 -5.119 -2.602 -4.604
C29 -5.017 -2.842 -3.103
N5 -5.059 -1.516 -2.490
C30 -5.821 -1.344 -1.342
C31 -5.839 0.175 -0.879
O12 -4.625 0.549 -0.169
C32 -4.895 1.726 0.586
H67 -6.039 -3.182 -7.272
H68 -7.393 -3.271 -6.024
H69 -6.575 -4.606 -6.608
H70 -5.911 -1.873 -4.770
H71 -4.210 -2.082 -4.908
H72 -4.106 -3.433 -3.009
H73 -5.951 -3.294 -2.771
H74 -4.109 -1.179 -2.425
H75 -5.390 -1.869 -0.489
H76 -6.816 -1.750 -1.526
H77 -6.706 0.358 -0.244
H78 -5.978 0.899 -1.682
H79 -4.031 2.289 0.938
H80 -5.629 1.724 1.392
H81 -5.131 2.590 -0.036
C33 8.120 3.849 4.781
O13 7.060 4.247 3.980
C34 7.480 4.586 2.673
C35 6.377 5.539 2.074
N6 5.358 5.022 1.154
C36 4.410 4.048 1.610
C37 3.728 4.245 2.889
O14 2.883 3.166 2.930
C38 1.950 3.104 3.964
H82 8.375 2.855 4.413
H83 7.726 3.691 5.786
H84 8.940 4.560 4.682
H85 7.559 3.683 2.067
H86 8.420 5.138 2.664
H87 6.973 6.116 1.367
H88 5.981 6.307 2.739
H89 5.399 5.136 0.151
H90 4.884 3.069 1.673
H91 3.712 3.909 0.784
H92 3.218 5.192 3.066
H93 4.480 4.112 3.667
H94 1.479 2.142 3.761
H95 1.153 3.778 3.648
H96 2.355 3.021 4.972

Net charge: +1
DFT total energy, eV: -78545.163
Maximum force, Eh/bohr: 0.076
ΔE to the lowest compared entry with this formula, charge and spin, kJ/mol: 434.2
Frontier orbital gap (alpha / beta), eV: 6.603 / 2.168
2S+1: 2

***

Entry 2:
The following is a quantum chemistry calculation of a 9-piece molecular cluster, C44H49ClN6O6 overall, from the Open Molecules 2025 dataset.

Positions of all 106 atoms, in Å:
C1 -1.641 0.852 1.435
C2 -0.706 -0.332 0.712
N1 0.701 0.000 1.211
C3 1.585 0.565 0.413
C4 2.881 0.286 0.858
N2 2.659 -0.462 1.955
C5 1.315 -0.639 2.109
C6 3.817 -1.132 2.730
H1 -1.604 0.748 2.583
H2 -2.547 0.425 0.956
H3 -1.486 1.765 1.075
H4 -0.929 -0.322 -0.225
H5 -1.030 -1.525 1.017
H6 1.280 1.183 -0.549
H7 3.636 0.653 0.268
H8 0.831 -1.287 2.962
H9 3.407 -0.682 3.639
H10 4.745 -0.595 2.545
H11 3.961 -2.112 2.535
Cl1 1.658 -3.704 4.389
N3 2.879 3.679 -1.438
C7 2.383 4.953 -1.152
C8 3.272 5.908 -0.611
C9 4.588 5.541 -0.444
C10 5.093 4.288 -0.643
C11 4.200 3.297 -1.133
H12 1.409 5.307 -1.429
H13 2.992 6.980 -0.559
H14 5.472 6.203 -0.028
H15 6.101 4.205 -0.523
H16 4.468 2.423 -1.645
N4 -2.778 3.071 -2.500
C12 -2.698 3.653 -3.775
C13 -3.819 3.554 -4.684
C14 -4.973 2.835 -4.213
C15 -4.955 2.141 -3.015
C16 -3.969 2.332 -2.120
H17 -1.710 4.063 -4.121
H18 -3.822 4.200 -5.636
H19 -5.790 2.867 -5.027
H20 -5.814 1.529 -2.759
H21 -4.012 1.798 -1.231
N5 -1.585 -3.722 -1.340
C17 -2.150 -2.870 -2.322
C18 -3.536 -2.443 -2.082
C19 -3.908 -2.351 -0.784
C20 -3.108 -2.925 0.236
C21 -2.010 -3.698 -0.161
H22 -1.785 -2.834 -3.340
H23 -4.221 -2.286 -2.809
H24 -4.999 -2.053 -0.753
H25 -3.451 -2.827 1.279
H26 -1.432 -4.199 0.599
N6 0.193 4.226 2.650
C22 1.474 3.939 2.443
C23 2.145 2.877 3.081
C24 1.337 2.075 3.956
C25 -0.020 2.437 4.131
C26 -0.559 3.549 3.445
H27 1.886 4.624 1.625
H28 3.145 2.779 2.834
H29 1.903 1.155 4.454
H30 -0.649 2.041 4.977
H31 -1.287 4.148 3.848
C27 1.572 -0.743 -4.862
C28 0.291 -1.141 -5.677
C29 -0.917 -0.531 -5.172
C30 -0.975 0.337 -4.121
C31 0.222 0.695 -3.477
C32 1.439 0.150 -3.659
O1 2.552 0.573 -2.934
O2 -2.024 -0.755 -5.878
H32 2.423 -1.125 -5.211
H33 0.502 -1.807 -6.654
H34 -1.922 0.784 -3.873
H35 0.324 1.233 -2.582
H36 3.250 0.124 -3.097
H37 -2.057 -1.198 -6.524
C33 2.572 -3.253 -0.523
C34 2.093 -3.266 -1.988
C35 1.770 -4.618 -2.485
C36 2.011 -5.735 -1.712
C37 2.474 -5.683 -0.477
C38 2.582 -4.453 0.175
O3 2.986 -4.544 1.471
O4 1.285 -4.681 -3.730
H38 3.107 -2.356 -0.175
H39 1.837 -2.391 -2.430
H40 1.893 -6.775 -2.133
H41 2.499 -6.421 0.245
H42 2.582 -4.104 2.259
H43 0.710 -5.403 -3.849
C39 -1.585 -0.171 5.888
C40 -1.165 -1.481 5.305
C41 -1.978 -2.210 4.326
C42 -3.149 -1.639 4.009
C43 -3.615 -0.363 4.564
C44 -2.833 0.265 5.521
O5 -3.562 1.162 6.261
O6 -1.445 -3.358 3.762
H44 -0.960 0.354 6.624
H45 -0.356 -2.022 5.618
H46 -3.889 -2.087 3.497
H47 -4.560 -0.004 4.203
H48 -3.947 1.835 5.788
H49 -0.470 -3.352 3.811

Net charge: 0
DFT total energy, eV: -80155.504
Maximum force, Eh/bohr: 0.345
ΔE to the lowest compared entry with this formula, charge and spin, kJ/mol: 218.7
Frontier orbital gap, eV: 7.810

***

Entry 3:
The following is a quantum chemistry calculation of a 2-piece molecular cluster, C4H9N2 overall, from the Open Molecules 2025 dataset.

Positions of all 15 atoms, in Å:
C1 2.208 -0.135 -2.232
C2 2.358 1.083 -2.143
C3 -0.313 0.134 1.634
C4 -0.192 -0.329 0.198
N1 -1.335 0.696 0.741
N2 -0.479 -1.508 -0.402
H1 1.908 -1.126 -2.304
H2 0.422 0.904 1.921
H3 -0.823 -0.596 2.290
H4 0.469 0.348 -0.395
H5 -2.312 0.525 0.803
H6 2.517 2.116 -2.240
H7 -0.749 -1.546 -1.446
H8 -1.338 1.697 0.634
H9 -1.078 -2.091 0.031

Net charge: +1
DFT total energy, eV: -7263.641
Maximum force, Eh/bohr: 0.086
ΔE to the lowest compared entry with this formula, charge and spin, kJ/mol: 434.2
Frontier orbital gap, eV: 10.633